Here is a cluster of 3 separate species, C3H10NS2 in total in a non-equilibrium geometry from the Open Molecules 2025 dataset. Energies are from wB97M-V/def2-TZVPD.

The multiplicity is 2. The calculation puts the relative energy (zero: lowest compared OMol25 entry of this formula, charge and spin) at 45.1 kcal per mole. For the HOMO-LUMO gap (spin up / spin down), the calculation gives 0.3092 / 0.2454 Ha. The calculation puts the HOMO energy (spin up / spin down) at -8.876 / -8.862 eV. For the LUMO energy (spin up / spin down), the calculation gives -0.0170 / -0.0803 Eh.

```
16
Properties=species:S:1:pos:R:3:mulliken_spin:R:1
N 0.6294 0.0665 1.6892 0.02
C -0.6980 0.5543 1.3510 0.01
C -0.8624 1.6288 0.3162 0.00
S -2.4587 2.5075 0.4903 0.00
S 0.6507 -1.5047 -0.9936 0.98
C 1.2612 -2.5243 -2.3548 -0.06
H 1.3784 0.7357 1.6848 0.00
H 0.7891 -0.8317 1.2417 -0.01
H -1.3291 3.4325 1.6533 0.00
H -1.2051 0.8542 2.2663 0.00
H -1.1739 -0.3777 1.0187 -0.01
H -0.0886 2.3935 0.2769 0.00
H -0.9953 1.2446 -0.6978 0.00
H 1.7175 -3.4563 -2.0172 0.00
H 1.9908 -1.9563 -2.9440 0.02
H 0.3940 -2.7666 -2.9811 0.04
```